69
Properties=species:S:1:pos:R:3:lowdin_charge:R:1 method="wB97M-V/def2-TZVPD" e_lumo_ev=-0.40 orbital_gap_ev=8.637 total_energy_ha=-2109.315056
K 9.0996 -22.4670 6.7409 1.15
B 9.9741 -23.5916 4.6709 -1.36
F 9.6814 -24.5027 5.6764 -0.03
F 10.6161 -24.1988 3.5947 0.12
F 8.8013 -23.0088 4.1841 0.07
F 10.7360 -22.6531 5.2561 0.11
C 14.5350 -23.7742 4.9648 -0.05
C 13.0121 -23.9175 4.9074 -0.28
O 12.4904 -23.0925 3.8652 -0.11
H 15.0149 -24.5233 5.5946 0.07
H 14.7114 -22.7621 5.3290 0.07
H 14.9647 -23.7797 3.9630 0.08
H 12.5923 -23.6198 5.8683 0.06
H 12.7268 -24.9389 4.6557 0.13
H 11.5327 -23.1367 3.9154 -0.02
C 7.9045 -25.8086 5.9145 -0.07
C 6.7113 -26.0448 6.8647 -0.25
O 6.9584 -25.3697 8.1085 -0.07
H 8.8756 -26.0397 6.3521 0.08
H 7.9439 -24.7514 5.6519 0.03
H 7.8168 -26.3475 4.9711 0.09
H 6.5874 -27.1190 7.0020 0.11
H 5.7860 -25.7429 6.3739 0.10
H 6.2125 -25.5576 8.6829 0.08
C 9.9247 -20.3608 3.2879 -0.04
C 10.4498 -21.5761 2.4942 -0.27
O 9.3745 -22.4082 2.2005 -0.08
H 9.2238 -19.7667 2.7014 0.08
H 10.6933 -19.6849 3.6628 0.08
H 9.3506 -20.6862 4.1555 0.05
H 11.1955 -22.0881 3.1024 0.07
H 10.9031 -21.3267 1.5349 0.13
H 9.2148 -22.9959 2.9425 -0.02
C 9.7182 -28.3324 4.5156 -0.04
C 9.9605 -26.8153 4.5720 -0.31
O 10.3907 -26.4455 5.8775 -0.13
H 10.6333 -28.8932 4.7056 0.08
H 9.3819 -28.6220 3.5201 0.08
H 8.9260 -28.5155 5.2417 0.07
H 9.0940 -26.2373 4.2509 0.08
H 10.7479 -26.5549 3.8648 0.11
H 10.3842 -25.4862 5.8411 -0.10
C 11.4966 -24.6948 7.3183 -0.07
C 11.7232 -23.4171 8.2163 -0.24
O 10.4887 -22.8365 8.6044 -0.19
H 11.1565 -24.5130 6.2988 0.02
H 10.8176 -25.3774 7.8293 0.11
H 12.4565 -25.1908 7.1748 0.11
H 12.3689 -22.7834 7.6084 0.11
H 12.3082 -23.6512 9.1057 0.12
H 10.2706 -23.2451 9.4453 0.10
C 6.5202 -22.3348 3.7871 -0.03
C 6.6610 -23.0577 5.1382 -0.30
O 7.0880 -22.0505 5.9742 -0.23
H 5.8521 -22.8708 3.1130 0.08
H 7.4775 -22.2371 3.2751 0.06
H 6.0085 -21.3724 3.7979 0.09
H 7.4549 -23.7975 5.0364 0.06
H 5.7266 -23.4774 5.5109 0.13
H 6.3171 -21.5744 6.2913 0.12
C 11.4302 -24.7636 1.3200 -0.07
C 10.4779 -24.6015 0.1158 -0.31
O 11.1026 -24.7914 -1.1299 -0.08
H 10.9096 -24.6909 2.2749 0.03
H 12.1837 -23.9845 1.2042 0.08
H 11.9490 -25.7218 1.3482 0.08
H 9.9726 -23.6438 0.2407 0.09
H 9.7461 -25.4058 0.1926 0.11
H 11.8053 -24.1588 -1.2965 0.08